# 1
Entry from OMol25: a molecular structure, C23H40Br2Cl2N2O5S at a distorted geometry (ωB97M-V/def2-TZVPD).

The value obtained for the HOMO-LUMO gap is 7.84 eV. The energy above the lowest of the compared OMol25 structures with the same formula, charge and spin comes out at 0.0 kcal/mol. As for the energy: -213681.41118 eV. The value obtained for the largest force on an atom is 1.12 eV/A. Its HOMO energy is -8.71 eV.

```
75
Properties=species:S:1:pos:R:3:forces:R:3:lowdin_charge:R:1
C 4.753 4.596 3.494 0.1606 0.3699 0.2110 -0.151
C 3.534 3.824 3.128 -0.0097 -0.2555 -0.1007 -0.713
Cl 2.041 4.699 3.276 -0.0509 0.0190 -0.0555 0.716
C 3.559 2.564 2.686 -0.1147 0.1178 0.0896 -0.605
Cl 5.145 1.854 2.534 -0.0641 -0.1427 0.0685 0.732
C 2.420 1.687 2.346 0.5875 -0.0157 -0.4461 -0.187
C 1.299 1.622 3.097 -0.0941 0.0994 0.2974 0.004
C 0.177 0.777 2.843 -0.5427 -0.1125 0.2623 -0.142
C -0.933 0.882 3.868 0.2905 0.5563 0.0769 -0.159
C -2.291 1.363 3.354 -0.1551 -0.3832 0.1081 -0.185
C -3.107 2.071 4.417 -0.6660 -0.1833 -0.2667 -0.261
O -3.344 1.251 5.559 0.3702 0.0468 -0.0834 -0.060
C 0.173 -0.070 1.775 -0.0332 -0.1877 -0.2178 -0.162
C -0.888 -1.059 1.346 -0.1001 0.4639 -0.2025 -0.634
Br -1.446 -2.237 2.822 0.0489 0.0651 -0.0211 0.788
C -2.082 -0.429 0.573 0.1063 -0.6203 -0.0080 -0.709
C -3.363 -1.237 0.613 -0.1751 0.1206 -0.2756 -0.205
Br -1.557 -0.353 -1.334 0.0468 0.1966 0.0764 0.736
C 1.336 -0.035 0.942 0.0256 0.1316 0.4514 -0.308
N 1.512 -0.788 -0.126 0.3374 -0.6007 -0.8886 -0.237
S 2.946 -0.419 -0.761 -0.0965 0.4290 0.6115 1.073
N 3.412 0.700 0.304 0.4073 -0.1016 -0.5368 -0.230
C 2.453 0.821 1.206 -0.3367 0.0639 0.0993 -0.313
H 4.494 5.556 3.928 -0.0589 0.0651 -0.0525 0.068
H 5.362 4.061 4.221 -0.0066 -0.1428 0.0126 0.077
H 5.384 4.776 2.626 0.0077 0.0083 -0.0923 0.064
H 1.229 2.237 3.977 0.0730 0.0893 0.1278 0.097
H -1.018 -0.053 4.415 -0.1247 -0.1447 -0.0326 0.075
H -0.607 1.614 4.610 0.0385 -0.0016 0.0439 0.114
H -2.198 2.013 2.484 0.1627 0.1649 0.0261 0.123
H -2.883 0.503 3.027 -0.0171 -0.0474 -0.1139 0.088
H -4.078 2.322 3.975 0.0116 0.1365 -0.0192 0.115
H -2.654 3.010 4.731 0.2103 -0.0811 0.2105 0.120
H -3.233 0.335 5.279 -0.1189 0.0586 0.1394 0.079
H -0.406 -1.740 0.657 -0.0200 -0.2422 0.0809 0.047
H -2.226 0.604 0.850 -0.0424 0.1201 0.0078 0.061
H -3.145 -2.276 0.379 -0.0502 -0.1390 0.1522 0.071
H -3.866 -1.160 1.574 0.1156 -0.1122 0.1605 0.058
H -4.059 -0.888 -0.147 0.0111 0.1666 -0.0224 0.066
C 1.023 -4.299 -3.874 0.0290 0.0427 -0.0699 -0.089
C 2.395 -3.713 -3.603 -0.2535 -0.0184 0.1798 -0.313
O 2.283 -2.368 -3.142 0.1292 0.0574 0.0682 -0.132
H 0.490 -3.693 -4.607 0.0074 -0.0269 -0.0276 0.074
H 1.088 -5.322 -4.246 -0.0080 -0.0130 0.0261 0.078
H 0.424 -4.305 -2.960 0.0048 -0.0921 0.0091 0.067
H 2.997 -3.681 -4.510 0.0171 0.0634 0.0007 0.111
H 2.929 -4.316 -2.860 0.0554 -0.0353 -0.0642 0.110
H 1.748 -2.385 -2.340 -0.1140 0.0028 -0.0572 0.033
C -3.082 -2.118 -4.956 0.0387 -0.0263 -0.0341 -0.083
C -3.521 -3.211 -4.000 0.1834 0.2282 0.1675 -0.317
O -2.401 -3.853 -3.391 -0.0575 -0.1114 -0.0690 -0.098
H -2.439 -2.531 -5.734 -0.0323 -0.0221 -0.0186 0.075
H -3.943 -1.642 -5.426 -0.0068 0.0128 0.0207 0.074
H -2.508 -1.352 -4.429 -0.0647 0.0291 0.0198 0.054
H -4.077 -3.981 -4.534 0.0331 -0.0875 0.0597 0.101
H -4.170 -2.802 -3.220 -0.1266 0.0142 -0.0930 0.105
H -1.912 -3.180 -2.906 -0.0045 0.0223 0.0112 0.041
C -7.281 -5.070 -5.033 0.0442 0.0116 0.0129 -0.092
C -7.411 -4.213 -3.787 -0.1501 0.1018 -0.2862 -0.322
O -7.179 -2.835 -4.079 0.0993 -0.0770 0.1082 -0.092
H -6.288 -4.956 -5.469 0.0179 -0.0251 0.0315 0.065
H -7.444 -6.124 -4.806 -0.0143 0.0016 -0.0089 0.075
H -8.008 -4.764 -5.789 -0.0474 -0.0436 0.0248 0.073
H -6.673 -4.508 -3.043 0.0250 0.1023 0.0333 0.108
H -8.408 -4.324 -3.347 0.0412 -0.1118 0.0710 0.107
H -7.834 -2.565 -4.731 0.0333 0.0487 0.0105 0.078
C 9.363 6.156 1.315 0.0264 0.0133 0.0374 -0.093
C 8.304 5.815 2.347 -0.1121 0.1171 -0.3290 -0.326
O 7.334 6.858 2.453 0.0315 -0.0936 0.1532 -0.090
H 9.860 7.089 1.579 0.0198 -0.0192 0.0351 0.076
H 10.112 5.367 1.244 -0.0087 -0.0053 -0.0199 0.074
H 8.911 6.291 0.329 0.0062 -0.0706 -0.0142 0.073
H 8.752 5.698 3.332 -0.0841 0.0579 0.0579 0.113
H 7.800 4.877 2.087 0.1067 -0.0746 0.0529 0.099
H 6.925 6.961 1.588 0.0013 0.0510 0.0218 0.080
```
Forces are in eV/Å.

***

# 2
Entry from OMol25: C3H6N2O in the gas phase at a distorted geometry (ωB97M-V/def2-TZVPD).

As for the SMILES: C=CN(N)C=O. The value obtained for the HOMO-LUMO gap is 9.63 eV. The energy above the lowest of the compared OMol25 structures with the same formula, charge and spin comes out at 118.9 kcal/mol. As for the energy: -8231.54283 eV. The value obtained for the largest force on an atom is 5.98 eV/A. Its HOMO energy is -9.20 eV.

```
12
Properties=species:S:1:pos:R:3:forces:R:3:nbo_charge:R:1
C -1.922 -0.821 -0.088 -0.9189 0.4652 1.4351 -0.442
C -0.588 -0.793 0.032 -1.5150 -2.8603 -1.8544 -0.088
N 0.283 0.290 -0.361 3.4272 -3.1617 0.8012 -0.305
N 0.254 1.596 -0.003 -0.5269 2.9099 5.1948 -0.710
C 1.587 -0.230 -0.017 4.0066 -2.6127 -2.6994 0.502
O 2.057 -1.416 -0.093 -2.6457 4.6102 0.7384 -0.566
H -2.298 0.232 -0.306 -0.5605 -1.7378 0.3712 0.208
H -2.593 -1.788 0.266 1.9062 2.9505 -1.2929 0.239
H -0.080 -1.862 -0.021 -0.4464 2.7852 0.7231 0.254
H 0.577 1.694 1.144 -1.3714 0.3895 -4.6538 0.358
H 0.363 2.470 -0.613 -0.0750 -2.7178 0.8627 0.418
H 2.361 0.628 0.060 -1.2802 -1.0203 0.3740 0.132
```
Forces are in eV/Å.

***

# 3
Entry from OMol25: a gas-phase ion, C14H28ClF3N5O9P2S (charge +1) at a distorted geometry (ωB97M-V/def2-TZVPD).

As for the SMILES: C[C@H](O)C[C@]1(OC#N)[NH2+][C@@H](S(=O)(=O)C(F)(F)F)[C@]([PH2]=O)(P(=O)(O)O)N(CCN)[C@@]1(Cl)C[C@@H](O)CN. The value obtained for the HOMO-LUMO gap is 8.35 eV. As for the energy: -90927.24600 eV. The value obtained for the largest force on an atom is 6.17 eV/A. Its HOMO energy is -11.93 eV. Its net charge is +1.

```
63
Properties=species:S:1:pos:R:3:forces:R:3:nbo_charge:R:1
C -1.062 -0.986 4.821 0.0412 0.7067 -1.0299 -0.627
C -1.110 0.033 3.599 1.3845 0.1664 1.7506 0.099
O -2.244 0.889 3.705 -0.0709 -0.1834 -0.9848 -0.744
C -1.021 -0.674 2.211 -1.1203 -0.3940 1.1636 -0.555
C -0.083 -0.017 1.176 -1.7344 -1.0072 -1.4413 0.515
O 1.305 -0.158 1.381 0.0940 -0.0942 0.4235 -0.511
C 1.700 -0.775 2.480 -1.3379 2.1736 -3.3851 0.538
N 1.952 -1.296 3.442 0.9820 -1.6802 2.8474 -0.320
N -0.386 1.441 1.148 1.2442 0.7749 1.0092 -0.599
C 0.438 2.246 0.178 -1.6447 0.4998 -1.9362 -0.293
S 1.598 3.235 1.198 -0.0349 0.7357 6.1266 1.984
O 0.717 4.103 1.973 -0.7140 -0.1387 -2.3007 -0.899
O 2.316 2.476 2.201 0.2213 -1.1156 -2.1804 -0.852
C 2.788 4.435 0.444 1.7318 3.1181 -0.8307 0.807
F 3.473 4.102 -0.643 -0.6708 -0.5511 0.3287 -0.288
F 3.677 4.714 1.410 -0.8110 -1.0663 -0.2720 -0.270
F 2.145 5.592 0.228 -0.0797 -1.2354 -0.2021 -0.274
C 0.879 1.493 -1.118 0.2138 -0.5034 -1.7475 -0.515
P 2.739 1.118 -1.332 2.3445 -0.1515 0.8465 1.494
O 3.519 1.029 -0.071 -0.8070 0.3255 -0.1685 -1.048
P 0.524 2.783 -2.476 -0.8609 3.7946 -0.4540 2.305
O 0.875 4.136 -1.972 0.5867 -1.2858 1.0079 -1.106
O 1.399 2.576 -3.834 -1.0515 -1.0658 0.8660 -0.984
O -1.104 2.915 -2.758 2.0437 -1.6247 -0.8744 -0.952
N 0.290 0.164 -1.375 0.2503 -0.1514 1.7810 -0.554
C -0.007 -0.104 -2.777 0.1945 -0.6657 -1.0956 -0.270
C -0.312 -1.557 -3.304 -0.3230 0.4647 -1.1330 -0.231
N -0.145 -1.557 -4.781 -0.2237 0.0352 0.9876 -0.817
C -0.371 -0.556 -0.317 0.0544 -0.9986 0.5652 0.225
Cl -2.189 -0.343 -0.724 0.1889 0.1333 0.7665 -0.100
C 0.019 -2.113 -0.212 -0.3607 0.4833 -1.0901 -0.482
C -1.117 -3.144 -0.529 0.6117 -1.0005 0.3824 0.089
O -0.439 -4.403 -0.764 0.1173 0.6491 -0.0114 -0.718
C -2.069 -3.469 0.678 -0.2324 -1.0712 -1.3398 -0.254
N -2.950 -4.569 0.185 0.0348 0.9963 0.4739 -0.835
H -1.439 -1.972 4.476 0.2923 0.5070 0.5677 0.216
H -1.707 -0.584 5.633 0.4556 -0.4154 -0.5047 0.222
H -0.008 -1.022 5.169 -0.7972 -0.4007 -0.1461 0.251
H -0.196 0.682 3.737 -0.4918 -0.4623 -0.1343 0.151
H -2.369 1.173 4.623 0.1963 -0.1734 -0.3330 0.497
H -2.085 -0.736 1.869 0.9893 0.3059 -0.2248 0.292
H -0.762 -1.738 2.419 0.2599 0.9115 -0.4677 0.287
H -0.154 1.838 2.082 -0.2996 -0.1147 0.0613 0.490
H -1.400 1.608 1.026 0.3161 -0.2590 -0.2044 0.487
H -0.322 3.007 -0.148 1.0836 -0.2259 0.2728 0.313
H 2.894 -0.122 -2.035 -0.8920 0.6310 -0.1273 -0.032
H 3.332 2.091 -2.201 -0.6831 -0.2991 0.1099 -0.062
H 2.111 3.247 -3.824 -0.4428 -0.0555 -0.0187 0.545
H -1.281 2.775 -3.712 -0.2729 0.0813 0.4736 0.522
H 0.910 0.173 -3.363 -0.8058 0.1379 0.5248 0.217
H -0.902 0.475 -3.129 0.8664 -0.1480 0.3310 0.214
H -1.398 -1.739 -3.161 0.9207 -0.3772 0.3579 0.218
H 0.345 -2.364 -2.933 -0.4838 0.5828 0.2352 0.197
H -0.960 -1.153 -5.234 0.4371 0.0520 -0.1126 0.370
H 0.722 -1.107 -5.058 -0.3357 -0.0602 -0.2135 0.359
H 0.421 -2.407 0.777 -0.2655 0.4739 -0.4544 0.242
H 0.884 -2.211 -0.911 -0.8039 -0.1779 0.4854 0.241
H -1.715 -2.964 -1.441 0.1820 0.4524 0.7281 0.200
H 0.027 -4.337 -1.614 -0.2576 -0.1756 0.3707 0.471
H -2.751 -2.635 0.931 0.7884 -0.2726 0.0478 0.198
H -1.469 -3.860 1.532 -0.1833 0.7877 -0.3344 0.192
H -2.589 -5.476 0.461 -0.2710 0.1872 -0.0860 0.378
H -3.882 -4.402 0.556 0.2366 -0.5659 -0.0534 0.365
```
Forces are in eV/Å.

***

# 4
Entry from OMol25: 5 unconnected molecules or ions with the total composition C5H21N2O5 at a distorted geometry (ωB97M-V/def2-TZVPD).

The value obtained for the HOMO-LUMO gap is 7.94 eV. The energy above the lowest of the compared OMol25 structures with the same formula, charge and spin comes out at 61.4 kcal/mol. As for the energy: -18742.48624 eV. The value obtained for the largest force on an atom is 4.56 eV/A. Its HOMO energy is -4.69 eV. Its net charge is -1.

```
33
Properties=species:S:1:pos:R:3:forces:R:3:nbo_charge:R:1
C 0.385 -0.371 -0.610 -2.1165 1.2867 -2.7185 -0.248
N -0.610 -1.285 -0.017 -0.0730 1.8064 0.0503 -0.740
C 0.048 -2.618 0.227 -3.4248 -0.8892 -1.5789 0.168
O 0.897 -2.503 1.157 3.5249 -0.6104 2.8320 -0.915
C -0.199 1.197 -0.661 -1.5410 -3.0701 0.6434 -0.049
C 0.464 2.008 -1.775 0.4729 -0.9180 -0.4949 -0.653
N -0.098 1.657 0.713 1.6319 -0.3618 1.1337 -0.677
C 0.000 3.059 0.978 -0.5900 2.6910 -0.8778 -0.400
H 0.535 -0.745 -1.688 0.1192 0.7974 1.5645 0.210
H 1.314 -0.411 -0.087 0.7867 0.3347 0.3152 0.196
H -0.725 -0.833 0.934 -0.0105 -1.2996 -0.9272 0.361
H -0.921 -3.267 0.495 1.5142 0.4603 -0.5303 0.066
H 0.542 -3.054 -0.727 -1.1710 0.7914 0.5258 0.111
H -1.403 1.101 -0.775 2.9706 0.2472 -0.7521 0.170
H -0.326 2.124 -2.507 0.2065 -0.1987 -0.7380 0.217
H 0.670 3.037 -1.490 0.4840 -0.0799 0.1808 0.206
H 1.385 1.463 -2.237 -1.5799 1.1536 0.8652 0.220
H 0.598 1.084 1.269 -1.0458 1.1748 -0.8502 0.389
H 0.837 3.717 0.474 -1.2380 -1.4110 0.4126 0.146
H -0.995 3.683 0.791 1.6885 -1.4958 0.0161 0.164
H 0.187 3.227 2.017 0.0725 -0.1728 0.8357 0.203
H 2.498 -2.046 0.628 -0.0979 -0.2591 -0.0553 0.504
H 3.236 -0.819 1.063 0.4278 -0.9442 -0.8860 0.451
O 3.341 -1.567 0.419 -0.2343 1.0984 1.0889 -0.995
H -0.005 -1.309 3.722 -0.8134 -0.5595 0.1563 0.449
H 0.922 -1.696 2.406 -1.0843 0.3953 0.9913 0.513
O 0.780 -1.084 3.254 1.5676 0.3726 -1.0737 -1.057
H -2.714 -0.342 0.150 -1.8481 1.0503 -1.5484 0.495
H -3.121 1.073 -0.025 0.6436 2.7595 0.7198 0.454
O -3.443 0.257 -0.292 1.0374 -3.9793 0.8074 -0.952
H -1.370 -0.950 -2.098 0.3204 -1.4371 -2.0127 0.500
H -1.494 -2.312 -2.735 -0.8724 -2.8400 0.7919 0.459
O -1.217 -1.475 -2.973 0.2722 4.1068 1.1129 -0.965
```
Forces are in eV/Å.